(1)
A 2-piece molecular cluster, C9H14S overall at a distorted geometry, computed with ωB97M-V with the def2-TZVPD basis set.

Last column: Löwdin charge in e.
CARTESIAN COORDINATES (ANGSTROEM)
1 C 0.2596 -0.5786 -0.6015  -0.10
2 C 1.0780 0.6191 -0.5305  -0.29
3 C 1.1372 1.3856 0.6680  -0.06
4 C 1.9529 2.4493 0.7956  -0.10
5 C 2.8246 2.7418 -0.2737  -0.10
6 C 2.6963 2.1403 -1.5078  -0.10
7 C 1.8037 1.0739 -1.6488  -0.05
8 H 0.5177 -1.2467 -1.4968  0.11
9 H -0.7980 -0.2665 -0.8051  0.07
10 H 0.2764 -1.3706 0.1551  0.03
11 H 0.4460 0.9616 1.4349  0.12
12 H 2.0821 2.9890 1.7241  0.10
13 H 3.6888 3.3666 -0.0274  0.10
14 H 3.1766 2.5054 -2.4219  0.11
15 H 1.6142 0.5505 -2.6095  0.12
16 C -3.1573 -0.4387 0.7795  -0.16
17 C -2.7984 -1.7428 -0.0191  -0.59
18 S -1.7052 -2.8507 0.9481  0.70
19 H -2.3072 0.2745 0.7363  0.06
20 H -3.2118 -0.6661 1.8618  0.06
21 H -4.0599 -0.0675 0.4208  0.04
22 H -3.7820 -2.1746 -0.2208  0.07
23 H -2.4602 -1.4043 -0.9581  0.03
24 H -2.6338 -3.8095 1.0752  -0.15

Forces on the atoms, in the same order (eV/Å):
-1.7 -2.3 -2.4
1.8 1.7 0.3
-2.2 -2.7 -0.5
1.8 0.5 -0.4
0.5 0.5 0.9
-0.6 -0.3 -0.7
-0.8 -0.6 0.4
-0.2 1.2 0.8
0.8 -0.4 0.4
0.2 0.9 0.6
0.8 0.9 -0.2
-0.2 0.0 0.0
-0.5 0.3 -0.5
0.3 -0.2 0.6
0.5 0.5 0.6
2.9 -1.4 1.3
-1.7 1.2 1.8
-0.5 0.0 -0.7
-0.7 -0.1 -0.3
-0.4 0.0 -0.6
-1.4 1.1 -0.6
0.4 -0.7 0.1
1.0 -0.2 -1.1
0.2 0.0 0.1

Output
frontier orbital gap	9.51	eV
DFT total energy	-749.474210	Eh
2S+1	1
energy above the lowest of the compared OMol25 structures with the same formula, charge and spin	24.3	kcal per mole
SMILES	Cc1ccccc1.CCS
HOMO level	-8.7	eV

(2)
C9H14S as an isolated structure at a distorted geometry, computed with ωB97M-V with the def2-TZVPD basis set.

Last column: Löwdin charge in e.
CARTESIAN COORDINATES (ANGSTROEM)
1 C -2.2467 0.1027 0.2465  -0.66
2 C -0.2944 -1.4835 0.0126  -0.29
3 C -3.5288 0.2172 0.6067  -0.03
4 C 2.9288 1.5321 0.6417  0.02
5 C 0.7571 -0.5252 0.2686  -0.13
6 C 2.0113 -0.6099 -0.2049  -0.09
7 C -1.6088 -1.1839 0.0735  -0.10
8 C 3.0650 0.3493 0.0471  -0.18
9 C 0.1243 -2.8873 -0.3178  -0.06
10 S -1.2983 1.5583 -0.1474  0.79
11 H -4.0164 1.1707 0.7200  0.04
12 H -4.1202 -0.6570 0.8174  0.06
13 H 3.7702 2.1869 0.7896  0.05
14 H 1.9797 1.8941 0.9951  0.05
15 H -2.3346 2.4008 -0.0766  -0.13
16 H 0.5067 0.3053 0.9111  0.06
17 H -0.4217 4.1544 -1.2259  -0.01
18 H 2.2856 -1.4390 -0.8430  0.10
19 H -2.3197 -1.9919 -0.0528  0.11
20 H 4.0427 0.0520 -0.3147  0.09
21 H -0.7235 -3.5661 -0.2852  0.08
22 H 0.8830 -3.2329 0.3829  0.09
23 H 0.5507 -2.9207 -1.3200  0.08
24 H 0.0080 4.5736 -1.7245  0.04

Forces on the atoms, in the same order (eV/Å):
-0.4 0.8 0.1
-0.8 -0.3 -0.1
0.2 -0.1 0.0
0.1 -0.1 -0.1
0.8 0.3 -0.1
-0.8 -0.3 0.1
0.6 -0.6 0.0
0.4 0.4 0.1
0.0 0.0 0.0
0.0 0.1 -0.1
0.0 0.1 0.0
-0.1 -0.2 0.0
0.2 0.1 0.0
-0.3 0.1 0.1
0.0 0.0 0.0
0.1 0.0 0.1
0.7 0.7 -0.8
0.0 -0.1 0.0
0.0 -0.1 0.0
0.1 0.1 0.1
0.0 0.0 0.0
0.1 -0.1 0.0
0.1 -0.1 -0.1
-0.7 -0.7 0.8

Output
frontier orbital gap	7.88	eV
DFT total energy	-749.399451	Eh
2S+1	1
energy above the lowest of the compared OMol25 structures with the same formula, charge and spin	71.2	kcal per mole
HOMO level	-7.9	eV

(3)
A 2-piece molecular cluster, C9H14S overall at a distorted geometry, computed with ωB97M-V with the def2-TZVPD basis set.

Last column: Löwdin charge in e.
CARTESIAN COORDINATES (ANGSTROEM)
1 C 1.5133 3.5011 0.1924  -0.08
2 C 1.3177 2.1856 -0.5059  -0.28
3 C 2.2978 1.7793 -1.4649  -0.05
4 C 2.2486 0.6570 -2.3629  -0.05
5 C 1.2000 -0.1999 -2.0522  -0.09
6 C 0.1788 0.1514 -1.1147  -0.10
7 C 0.3239 1.1920 -0.2196  -0.07
8 H 1.2290 3.3869 1.2832  0.09
9 H 1.0424 4.3413 -0.3624  0.09
10 H 2.6373 3.7262 0.3510  0.10
11 H 3.0780 2.5197 -1.5994  0.09
12 H 3.0980 0.5816 -2.8818  0.05
13 H 1.0773 -1.0684 -2.6834  0.09
14 H -0.6871 -0.5024 -0.9057  0.10
15 H -0.4664 1.4814 0.5453  0.12
16 C -1.1664 -3.6075 1.1038  -0.35
17 S -3.0710 -3.4153 1.2225  0.70
18 C -3.2775 -1.7448 1.9214  -0.47
19 H -0.9028 -4.0412 0.1590  0.01
20 H -0.8141 -2.5324 1.2376  0.04
21 H -0.8134 -4.3112 1.8098  0.00
22 H -2.6700 -1.3207 2.8906  0.11
23 H -4.2157 -1.7583 2.2796  -0.05
24 H -3.1576 -1.0018 1.1566  0.01

Forces on the atoms, in the same order (eV/Å):
1.5 -0.1 1.8
1.3 -2.5 -0.9
-1.0 1.0 -0.4
-3.3 2.2 5.9
-1.0 0.3 -1.0
0.6 -1.4 0.6
-0.5 3.0 -0.3
-0.5 0.5 -1.3
0.2 -0.5 0.7
-1.6 -0.3 -0.8
0.3 -0.1 -0.2
2.6 -1.1 -2.7
-0.3 -0.3 0.2
0.7 0.1 -0.6
1.0 -0.8 -1.0
-1.7 2.2 -0.1
1.7 -0.1 0.4
4.3 0.7 1.2
-0.1 0.3 -0.8
0.0 -1.7 -0.2
0.3 -0.2 1.3
-0.8 -1.7 -2.3
-3.6 0.1 0.9
0.0 0.4 -0.4

Output
frontier orbital gap	9.48	eV
DFT total energy	-749.437310	Eh
2S+1	1
energy above the lowest of the compared OMol25 structures with the same formula, charge and spin	47.5	kcal per mole
SMILES	Cc1ccccc1.CSC
HOMO level	-8.6	eV

(4)
C9H15AsIIrN5PS4 as an isolated structure, computed with ωB97M-V with the def2-TZVPD basis set.

Last column: Löwdin charge in e.
CARTESIAN COORDINATES (ANGSTROEM)
1 Ir -0.5164 -1.9714 0.7628  0.45
2 S 3.6052 -1.9938 1.7259  0.21
3 As 2.2640 -3.6584 1.4878  -0.40
4 S 0.9550 -3.2291 -0.3193  0.12
5 S 0.7261 -2.4221 2.5685  0.11
6 S 2.7294 -5.5809 1.8796  0.10
7 I -6.3139 -0.2588 -0.7527  0.96
8 C -4.5379 -1.2820 -0.6299  -0.76
9 C -4.2774 -2.5774 -1.0329  -0.10
10 N -2.9910 -2.8258 -0.7632  0.01
11 N -2.3837 -1.7577 -0.2058  -0.19
12 C -3.3273 -0.8149 -0.1221  -0.18
13 H -4.9107 -3.3139 -1.4984  0.14
14 H -2.4595 -3.6613 -0.9565  0.16
15 H -3.1106 0.1496 0.3023  0.10
16 C 1.1574 2.2770 -1.6382  -0.17
17 N 2.1722 1.3511 -1.1451  -0.14
18 C 2.7440 1.8735 0.0972  -0.16
19 N 1.7355 2.1561 1.1217  -0.14
20 C 0.7369 3.0669 0.5725  -0.17
21 N 0.1116 2.5650 -0.6538  -0.14
22 C -0.7372 1.4087 -0.3897  -0.29
23 P 0.3028 0.0393 0.2895  0.82
24 C 1.6454 0.0059 -0.9724  -0.31
25 C 1.1423 0.9408 1.6621  -0.30
26 H 0.7016 1.8706 -2.5421  0.13
27 H 1.6443 3.2190 -1.8909  0.14
28 H 3.2608 2.8054 -0.1324  0.14
29 H 3.4690 1.1600 0.4892  0.13
30 H 1.2286 4.0103 0.3347  0.14
31 H -0.0338 3.2592 1.3206  0.13
32 H -1.2328 1.0804 -1.3062  0.10
33 H -1.5029 1.6940 0.3352  0.09
34 H 1.2501 -0.3832 -1.9128  0.10
35 H 2.4221 -0.6745 -0.6250  0.04
36 H 1.9073 0.2933 2.0906  0.03
37 H 0.4233 1.1790 2.4490  0.11

Forces on the atoms, in the same order (eV/Å):
-0.4 0.4 0.4
0.1 0.0 0.0
0.0 -0.1 -0.2
0.0 -0.1 0.0
0.0 0.0 0.1
0.1 0.0 0.0
0.0 0.0 0.0
0.0 -0.1 0.0
-0.1 0.1 -0.1
0.1 0.0 0.1
0.0 -0.1 -0.3
0.1 0.0 0.0
0.0 0.0 0.0
0.0 0.0 0.0
0.0 0.0 0.0
0.0 0.0 0.0
0.0 0.0 0.0
0.0 0.0 0.0
0.0 0.0 0.0
0.0 0.0 0.0
0.0 0.0 0.0
0.0 -0.1 0.0
0.1 -0.1 -0.1
0.0 0.1 0.0
0.0 0.0 0.0
0.0 0.0 0.0
0.0 0.0 0.0
0.0 0.0 0.0
0.0 0.0 0.0
0.0 0.0 0.0
0.0 0.0 0.0
0.0 0.0 0.0
0.0 0.0 0.0
0.0 0.0 0.0
0.0 0.0 0.0
0.0 0.0 0.0
0.0 0.0 0.0

Output
frontier orbital gap (spin up / spin down)	6.54 / 5.87	eV
DFT total energy	-5197.404604	Eh
2S+1	2
charge	+1
⟨S²⟩	0.7581
HOMO level (spin up / spin down)	-11.5 / -11.5	eV

(5)
C9H15B2IO13PSSi2 as an isolated structure, computed with ωB97M-V with the def2-TZVPD basis set.

Last column: Löwdin charge in e.
CARTESIAN COORDINATES (ANGSTROEM)
1 C 3.0079 -4.2899 2.9573  -0.06
2 C 2.6476 -4.5566 1.7142  -0.25
3 Si 1.6170 -3.3566 0.7306  0.54
4 O 1.0795 -2.2269 1.8636  -0.43
5 Si 0.4853 -0.7735 1.4875  -0.11
6 I -0.5597 -0.6676 -0.7120  0.77
7 P 2.0784 0.8239 1.6467  0.71
8 C 1.8516 1.7989 0.1234  -0.38
9 O 1.4694 1.8619 2.7789  -0.38
10 S -1.1074 -0.5038 3.0265  0.45
11 C -2.1618 0.8148 2.4931  -0.19
12 O -1.8843 -1.7266 3.0795  -0.38
13 O -0.4403 -0.0704 4.2390  -0.38
14 B 0.0490 -4.3487 -0.0969  -0.58
15 C -1.2831 -4.5939 0.6682  -0.04
16 O 0.2265 -4.8520 -1.3820  0.04
17 H 3.5466 -5.0002 3.5735  0.05
18 H 2.7523 -3.3465 3.4247  0.05
19 H 2.9208 -5.5143 1.2806  0.06
20 H 2.4503 -2.6598 -0.2815  0.01
21 H 2.0168 1.1800 -0.7573  0.02
22 H 0.8658 2.2608 0.0548  0.03
23 H 2.6014 2.5905 0.1444  0.03
24 H 2.1997 2.2404 3.2783  0.04
25 H -2.5872 1.2211 3.4110  0.07
26 H -1.5786 1.5697 1.9694  0.06
27 H -2.9476 0.4006 1.8678  0.06
28 H -1.2577 -4.2795 1.7114  0.05
29 H -2.0601 -4.0019 0.1698  0.08
30 H -1.5925 -5.6400 0.6003  0.07
31 H 0.0379 -4.2086 -2.0748  0.10
32 B -1.1136 3.8429 -3.3151  -0.88
33 O -2.3581 3.8404 -4.1093  0.23
34 C -2.7981 2.6019 -4.2638  -0.39
35 O -3.7807 2.2571 -4.8506  0.15
36 C -1.8043 1.6664 -3.5323  -0.41
37 O -1.8806 0.4732 -3.4424  0.05
38 O -0.8557 2.4189 -3.0064  0.20
39 O 0.0079 4.4479 -4.0525  0.23
40 C 0.4934 5.4753 -3.3702  -0.39
41 O 1.4062 6.1764 -3.6924  0.14
42 C -0.3362 5.6010 -2.0670  -0.39
43 O -0.1759 6.4147 -1.2061  0.14
44 O -1.2479 4.6387 -2.0823  0.22

Forces on the atoms, in the same order (eV/Å):
0.1 0.0 0.5
-0.1 0.1 -0.4
-0.1 -0.4 0.2
0.2 -0.1 -0.4
-0.3 0.6 0.1
-0.1 -0.2 0.0
0.7 -0.1 -0.1
-0.2 0.1 0.0
-0.2 0.2 0.0
0.2 -0.3 0.3
-0.3 0.0 0.1
-0.2 0.0 -0.1
0.0 0.1 0.0
0.1 0.2 -0.2
0.0 -0.1 0.2
-0.4 0.1 0.0
0.1 0.0 0.0
0.0 0.0 0.1
0.0 -0.1 0.0
0.0 0.1 0.0
0.0 0.0 0.0
0.0 -0.1 -0.1
0.0 0.0 -0.1
-0.1 -0.1 0.1
0.0 0.1 0.0
0.0 0.1 0.0
0.1 0.0 -0.1
-0.1 0.0 0.0
0.0 0.0 0.0
0.0 0.0 0.0
0.3 -0.1 -0.1
0.0 0.0 0.0
0.1 -0.1 0.0
0.0 0.1 0.0
0.0 0.0 0.0
0.1 0.0 0.1
-0.1 -0.1 -0.1
0.0 0.0 0.0
-0.1 0.0 0.1
0.0 0.0 0.0
0.0 0.0 0.0
0.0 0.0 0.0
0.0 0.0 0.0
0.0 0.0 -0.1

Output
frontier orbital gap	8.81	eV
DFT total energy	-2996.495086	Eh
2S+1	1
charge	-1
HOMO level	-6.8	eV

(6)
A 2-piece molecular cluster, C9H15BClF4N3O3 overall, computed with ωB97M-V with the def2-TZVPD basis set.

Last column: Löwdin charge in e.
CARTESIAN COORDINATES (ANGSTROEM)
1 C 0.0454 -4.4737 -0.4499  -0.06
2 C -0.9734 -3.4399 -0.9526  -0.23
3 N -1.7579 -2.8567 0.1657  0.00
4 C -1.0165 -1.9639 0.9869  -0.16
5 C -0.3140 -0.8698 0.5144  0.11
6 N 0.3561 -0.1043 1.3649  -0.12
7 O 1.0688 0.9301 0.8964  0.02
8 C 0.2322 2.0033 0.3583  -0.05
9 C 0.4105 2.1690 -1.1722  -0.38
10 C -0.9178 2.3149 -1.8866  -0.04
11 O 1.1744 1.0984 -1.7299  -0.02
12 N 0.4330 -0.2879 2.6510  0.19
13 C -0.1969 -1.3267 3.1453  -0.61
14 Cl -0.0886 -1.5716 4.8215  0.83
15 C -0.9622 -2.2140 2.3498  -0.26
16 O -1.6083 -3.2141 2.9205  0.11
17 H -0.0461 -4.5965 0.6322  0.07
18 H 1.0637 -4.1445 -0.6496  0.08
19 H -0.1198 -5.4388 -0.9223  0.08
20 H -0.4530 -2.6626 -1.5200  0.10
21 H -1.7091 -3.9095 -1.6037  0.12
22 H -2.5460 -2.3473 -0.2226  0.14
23 H -0.2675 -0.6060 -0.5331  0.15
24 H 0.6069 2.9109 0.8291  0.12
25 H -0.8090 1.8716 0.6649  0.13
26 H 0.9893 3.0817 -1.3180  0.12
27 H -0.7282 2.5855 -2.9277  0.09
28 H -1.4850 1.3729 -1.8945  0.07
29 H -1.5251 3.1114 -1.4557  0.10
30 H 0.6089 0.5756 -2.3067  0.07
31 H -1.7652 -3.9110 2.2600  0.13
32 B 2.4824 5.2035 -0.6075  -1.23
33 F 3.7376 4.5933 -0.5608  0.10
34 F 1.8654 4.9456 -1.8592  0.07
35 F 1.6434 4.6009 0.3855  0.05
36 F 2.5714 6.5701 -0.3738  0.11

Forces on the atoms, in the same order (eV/Å):
-0.1 0.3 0.1
0.0 -0.2 0.2
0.2 0.3 -0.2
0.1 -0.2 0.0
-0.1 -0.2 -0.1
-0.1 -0.1 -0.2
0.1 0.2 0.3
0.1 0.7 -0.2
0.1 0.0 -0.1
0.1 0.1 -0.3
-0.2 -0.4 0.2
-0.1 -0.1 0.0
-0.1 0.1 -0.1
0.0 0.0 0.1
0.0 0.1 0.1
0.5 -0.2 0.2
0.0 -0.1 -0.1
0.0 -0.1 0.0
0.1 0.0 0.1
-0.1 0.0 -0.1
0.1 0.1 -0.1
-0.1 -0.1 0.1
0.1 0.2 0.1
0.1 0.0 0.0
0.0 -0.4 0.0
0.0 -0.1 0.0
0.0 0.0 0.1
-0.1 0.1 0.2
0.0 -0.1 0.1
0.0 0.2 -0.2
-0.4 0.3 -0.2
0.0 0.0 -0.1
0.0 0.0 0.0
0.0 0.0 0.0
-0.1 0.0 0.2
0.0 0.0 0.0

Output
frontier orbital gap	7.88	eV
DFT total energy	-1626.502517	Eh
2S+1	1
HOMO level	-10.1	eV

Q: Look up the DFT total energy of the fourth one.
A: -5197.404604 Eh